(1)
{"formula": "C32H52ClN6O3Si3Y", "method": "ωB97M-V/def2-TZVPD", "homo_ev": -6.104, "spin_multiplicity": 1, "orbital_gap_ev": 4.57, "symbols": ["Y", "C", "Si", "C", "C", "N", "C", "C", "C", "C", "C", "C", "N", "Si", "C", "C", "C", "H", "H", "H", "H", "H", "H", "H", "H", "H", "H", "H", "H", "H", "H", "H", "H", "H", "H", "H", "H", "H", "H", "O", "C", "O", "C", "C", "C", "C", "C", "C", "N", "C", "C", "C", "C", "C", "C", "N", "H", "H", "H", "H", "H", "H", "H", "H", "H", "H", "C", "Si", "C", "C", "O", "H", "H", "H", "H", "H", "H", "H", "H", "H", "Cl", "N", "C", "C", "N", "C", "C", "H", "H", "H", "H", "H", "H", "H", "H", "H", "H", "H"], "coordinates": [[0.3916, 0.9048, -0.0717], [3.3597, 4.3688, 0.9204], [2.8564, 2.6957, 1.5882], [1.3010, 2.9167, 2.6372], [4.1870, 2.0789, 2.7914], [2.4775, 1.5707, 0.3470], [3.3928, 1.1881, -0.6368], [4.7691, 1.4069, -0.5249], [5.6747, 0.9660, -1.4836], [5.2113, 0.2621, -2.5801], [3.8452, 0.0398, -2.7179], [2.9085, 0.5253, -1.8047], [1.5215, 0.3547, -1.9677], [0.7842, 0.2395, -3.5213], [0.4431, -1.5431, -4.0417], [-0.8877, 1.1043, -3.4753], [1.7261, 1.0089, -4.9552], [3.6321, 5.0580, 1.7238], [2.5328, 4.8025, 0.3542], [4.2131, 4.2789, 0.2458], [1.4381, 3.7762, 3.2983], [1.1137, 2.0507, 3.2781], [0.4126, 3.1270, 2.0361], [3.9137, 2.2955, 3.8277], [5.1555, 2.5482, 2.6061], [4.3265, 0.9988, 2.6996], [5.1453, 1.9232, 0.3504], [6.7324, 1.1607, -1.3568], [5.8980, -0.1153, -3.3275], [3.4897, -0.5272, -3.5702], [-0.2352, -2.0429, -3.3484], [1.3751, -2.1121, -4.0867], [-0.0077, -1.5694, -5.0378], [-1.4287, 0.9467, -2.5409], [-1.5276, 0.7424, -4.2860], [-0.7639, 2.1824, -3.5849], [2.4496, 0.3285, -5.4052], [2.2611, 1.9104, -4.6503], [1.0057, 1.2883, -5.7289], [-6.4352, 4.9407, 1.4643], [-6.2941, 3.8071, 2.1795], [-7.1970, 3.4059, 2.8566], [-4.9770, 3.0959, 2.0817], [-4.9411, 1.7718, 2.5064], [-3.7675, 1.0454, 2.4354], [-2.6110, 1.6417, 1.9392], [-2.6317, 2.9689, 1.5309], [-3.8119, 3.6886, 1.6068], [-1.3836, 0.9189, 1.8365], [-1.0649, 0.2080, 2.8446], [0.1952, -0.5418, 2.9367], [0.5083, -1.2183, 4.1023], [1.7579, -1.8200, 4.2026], [2.6338, -1.7175, 3.1421], [2.2291, -1.0389, 1.9976], [1.0315, -0.4794, 1.8899], [-5.6677, 5.0920, 0.9029], [-5.8497, 1.3237, 2.8847], [-3.7675, 0.0054, 2.7334], [-1.7359, 3.4255, 1.1333], [-3.7845, 4.7285, 1.3020], [-1.6942, 0.1847, 3.7366], [-0.1965, -1.2416, 4.9227], [2.0406, -2.3459, 5.1045], [3.6215, -2.1536, 3.1815], [2.8917, -0.9147, 1.1483], [-3.3597, -2.2964, -2.3816], [-2.9810, -1.1650, -0.9434], [-3.6660, 0.5316, -1.2706], [-3.6506, -1.9055, 0.6481], [-1.3016, -1.0260, -0.8037], [-4.3669, -2.1024, -2.7572], [-3.3119, -3.3515, -2.1042], [-2.6663, -2.1191, -3.2073], [-3.6446, 0.7477, -2.3399], [-3.1026, 1.3200, -0.7738], [-4.7010, 0.5984, -0.9273], [-4.6245, -1.4838, 0.9040], [-2.9695, -1.7133, 1.4811], [-3.7764, -2.9858, 0.5658], [-0.1365, 3.2458, -0.8084], [-0.4404, -3.8035, -1.4515], [0.9697, -4.1788, -1.5999], [1.7269, -3.6502, -0.3660], [0.8298, -3.4064, 0.7656], [-0.1554, -4.4714, 0.8868], [-1.0320, -4.6182, -0.3849], [-0.9332, -3.9655, -2.3220], [-0.8541, -1.8697, -1.0785], [1.3651, -3.7412, -2.5126], [1.0700, -5.2703, -1.6783], [2.2264, -2.7096, -0.6094], [2.4956, -4.3644, -0.0615], [0.3372, -2.5435, 0.5627], [-0.7830, -4.2814, 1.7588], [0.3856, -5.4002, 1.0810], [-2.0467, -4.2667, -0.1980], [-1.0947, -5.6747, -0.6773]], "forces_ev_per_angstrom": [[0.52, 0.09, -1.05], [-0.02, 0.00, 0.01], [0.06, -0.06, -0.02], [0.00, -0.03, -0.02], [-0.01, 0.04, 0.00], [-0.05, -0.15, -0.09], [0.05, 0.02, 0.01], [0.01, -0.08, 0.03], [-0.01, -0.04, -0.05], [0.04, 0.03, 0.03], [-0.02, -0.02, -0.01], [0.04, -0.22, 0.02], [-0.13, -0.07, 0.38], [-0.03, -0.02, -0.01], [0.04, 0.01, -0.07], [0.01, -0.04, 0.06], [0.03, 0.06, 0.08], [0.00, 0.00, 0.01], [-0.01, 0.00, -0.01], [0.01, 0.00, 0.00], [0.03, 0.01, 0.00], [-0.02, 0.00, 0.00], [0.00, 0.00, 0.01], [-0.01, 0.01, 0.00], [0.01, -0.01, 0.00], [0.00, -0.01, 0.01], [0.01, 0.02, -0.01], [0.00, 0.00, 0.00], [0.00, 0.00, 0.00], [-0.01, 0.00, -0.02], [0.00, -0.01, 0.02], [0.00, -0.03, 0.00], [-0.02, -0.01, 0.00], [0.03, 0.01, -0.05], [0.02, 0.00, -0.02], [0.00, 0.01, 0.01], [0.01, 0.00, 0.00], [-0.01, 0.01, 0.01], [0.00, 0.00, -0.01], [-0.06, 0.01, 0.02], [0.03, 0.01, 0.05], [-0.02, -0.01, -0.01], [-0.01, -0.03, 0.00], [0.00, 0.03, -0.01], [-0.05, -0.03, -0.02], [-0.01, 0.08, -0.02], [-0.01, -0.02, -0.06], [0.00, -0.01, 0.01], [-0.09, -0.12, 0.35], [-0.01, 0.04, 0.06], [-0.02, -0.22, -0.04], [0.05, 0.09, -0.01], [0.01, -0.01, -0.01], [-0.01, -0.01, 0.00], [0.02, 0.01, -0.02], [-0.15, 0.00, 0.22], [0.05, 0.00, -0.05], [-0.01, 0.00, 0.00], [0.04, 0.02, 0.00], [0.00, -0.01, -0.01], [-0.01, 0.00, 0.01], [-0.03, -0.01, -0.01], [0.00, 0.00, 0.00], [0.00, 0.00, 0.00], [0.00, 0.00, 0.00], [0.00, 0.00, 0.00], [0.03, -0.01, 0.02], [-0.04, -0.02, -0.06], [-0.03, -0.03, 0.01], [0.02, 0.03, 0.00], [0.38, -0.14, 0.18], [-0.02, -0.01, 0.03], [0.02, 0.00, -0.02], [-0.01, 0.02, -0.01], [-0.02, 0.00, 0.02], [0.05, 0.11, 0.07], [-0.01, -0.01, 0.01], [0.00, 0.00, -0.01], [-0.01, -0.01, -0.02], [0.02, -0.03, 0.00], [-0.55, 0.48, 0.01], [-0.02, 0.06, 0.00], [0.01, 0.02, -0.01], [0.02, 0.02, 0.00], [-0.02, 0.02, -0.05], [-0.01, -0.03, -0.06], [0.01, 0.02, 0.01], [0.00, 0.00, 0.00], [-0.05, 0.15, -0.02], [0.02, 0.01, -0.02], [-0.01, 0.00, 0.00], [-0.01, 0.00, 0.00], [0.00, 0.01, -0.01], [-0.04, 0.00, 0.19], [0.01, 0.00, 0.00], [0.00, 0.00, 0.00], [-0.04, 0.01, 0.01], [0.00, 0.01, 0.00]]}



(2)
{"formula": "C32H52N4O4", "method": "ωB97M-V/def2-TZVPD", "charge": 2, "homo_ev": -12.779, "spin_multiplicity": 1, "orbital_gap_ev": 9.67, "symbols": ["C", "N", "C", "O", "O", "C", "C", "C", "C", "C", "C", "H", "H", "H", "N", "C", "H", "H", "H", "C", "H", "H", "H", "C", "H", "H", "H", "H", "C", "H", "H", "C", "C", "C", "C", "C", "C", "C", "C", "H", "H", "C", "N", "C", "O", "O", "C", "C", "C", "C", "C", "C", "H", "H", "H", "N", "C", "H", "H", "H", "C", "H", "H", "H", "C", "H", "H", "H", "H", "C", "H", "H", "H", "H", "H", "H", "H", "H", "H", "H", "H", "H", "H", "H", "H", "H", "H", "H", "H", "H", "H", "H"], "coordinates": [[3.2720, 1.2487, 6.6428], [2.6624, 0.0218, 6.1682], [1.4652, -0.3076, 6.6560], [0.7987, 0.3655, 7.4093], [1.0290, -1.5394, 6.1837], [-0.1098, -2.1046, 6.6657], [-0.5594, -1.9051, 7.9709], [-1.7311, -2.5061, 8.3951], [-2.4334, -3.3469, 7.5419], [-1.9553, -3.5755, 6.2616], [-0.8081, -2.9543, 5.8127], [-0.4406, -3.1136, 4.8125], [-2.4989, -4.2365, 5.6061], [-3.3475, -3.8329, 7.8417], [-2.2688, -2.2514, 9.7593], [-1.4108, -1.3575, 10.5614], [-0.4312, -1.8060, 10.7139], [-1.2981, -0.3924, 10.0707], [-1.8720, -1.1985, 11.5350], [-3.5928, -1.6075, 9.6273], [-4.2848, -2.2510, 9.0900], [-4.0047, -1.3966, 10.6128], [-3.4884, -0.6736, 9.0771], [-2.3935, -3.5336, 10.4832], [-3.0829, -4.2023, 9.9747], [-2.7618, -3.3567, 11.4924], [-1.4197, -4.0175, 10.5397], [0.0187, -1.2546, 8.5999], [3.4691, -0.8438, 5.3242], [4.2725, -1.2728, 5.9362], [2.8385, -1.6553, 4.9629], [4.0910, -0.1082, 4.1375], [3.0624, 0.4440, 3.1504], [3.7382, 1.3844, 2.1530], [2.8090, 1.9211, 1.0636], [2.4822, 0.8949, -0.0217], [1.8404, 1.5570, -1.2407], [1.5920, 0.5624, -2.3753], [1.2618, 1.2406, -3.7058], [2.0080, 2.0125, -3.9056], [1.3202, 0.5070, -4.5121], [-0.1318, 1.8758, -3.7209], [-0.3258, 2.7313, -4.8774], [-0.6389, 2.2770, -6.0937], [-0.7673, 2.9591, -7.0858], [-0.8130, 0.9054, -6.0754], [-1.1539, 0.1682, -7.1648], [-1.4942, 0.6916, -8.4069], [-1.8212, -0.1530, -9.4592], [-1.8262, -1.5245, -9.2804], [-1.4950, -2.0415, -8.0328], [-1.1590, -1.2169, -6.9831], [-0.8969, -1.6185, -6.0182], [-1.4996, -3.1104, -7.8931], [-2.0749, -2.2161, -10.0655], [-2.1537, 0.4871, -10.7610], [-3.3187, 1.3786, -10.5775], [-4.1643, 0.8028, -10.2045], [-3.0937, 2.1674, -9.8642], [-3.5897, 1.8355, -11.5278], [-0.9867, 1.2698, -11.2217], [-0.1267, 0.6114, -11.3334], [-1.2071, 1.7347, -12.1812], [-0.7353, 2.0487, -10.5058], [-2.4896, -0.4934, -11.8097], [-1.6471, -1.1569, -11.9951], [-2.7213, 0.0336, -12.7341], [-3.3606, -1.0780, -11.5199], [-1.4789, 1.7624, -8.5140], [-0.0359, 4.1397, -4.7106], [0.9800, 4.2742, -4.3379], [-0.7385, 4.5837, -4.0040], [-0.1343, 4.6345, -5.6738], [-0.2678, 2.5016, -2.8383], [-0.8967, 1.0963, -3.7160], [2.4963, -0.0334, -2.5156], [0.7861, -0.1214, -2.1009], [2.5090, 2.3429, -1.5999], [0.9043, 2.0296, -0.9373], [3.4061, 0.4027, -0.3338], [1.8128, 0.1275, 0.3711], [3.3029, 2.7723, 0.5897], [1.8854, 2.2884, 1.5162], [4.1511, 2.2319, 2.7053], [4.5750, 0.8648, 1.6813], [2.2839, 0.9886, 3.6896], [2.5848, -0.3829, 2.6224], [4.7433, -0.8133, 3.6198], [4.7201, 0.7057, 4.4992], [4.2835, 1.0425, 6.9929], [2.6743, 1.6378, 7.4643], [3.3076, 1.9973, 5.8515]], "forces_ev_per_angstrom": [[-0.11, 0.21, 0.19], [-0.01, -0.14, -0.11], [-0.24, 0.10, 0.09], [-0.18, 0.05, 0.09], [0.29, 0.00, -0.11], [-0.58, -0.21, 0.15], [0.06, 0.11, 0.22], [0.42, -0.19, -0.85], [-0.12, -0.02, 0.12], [-0.04, 0.06, 0.19], [0.35, 0.31, 0.15], [0.05, -0.01, -0.13], [-0.06, -0.07, -0.06], [-0.11, -0.04, 0.06], [0.09, -0.07, -0.27], [0.59, 0.59, 0.47], [-0.07, -0.06, -0.10], [-0.06, -0.10, -0.08], [-0.11, -0.12, -0.10], [-0.95, 0.47, -0.06], [0.15, -0.07, 0.02], [0.13, -0.08, 0.05], [0.13, -0.07, 0.01], [-0.09, -0.90, 0.53], [0.02, 0.15, -0.08], [-0.01, 0.15, -0.05], [0.01, 0.13, -0.07], [-0.03, 0.02, 0.05], [0.35, -0.29, -0.31], [-0.09, -0.04, -0.04], [0.16, 0.06, 0.06], [-0.43, -0.08, 0.08], [0.44, 0.10, -0.01], [-0.38, 0.07, 0.02], [0.25, -0.27, -0.01], [-0.13, 0.44, 0.02], [0.04, -0.46, 0.04], [0.06, 0.33, -0.12], [-0.20, -0.12, 0.20], [0.04, 0.03, -0.06], [0.01, 0.06, -0.08], [0.29, -0.39, 0.08], [-0.10, -0.14, 0.05], [-0.06, 0.18, -0.09], [-0.01, -0.03, -0.25], [0.05, 0.01, 0.32], [-0.15, -0.27, -0.59], [-0.01, 0.31, -0.07], [0.19, -0.52, 0.84], [-0.08, 0.06, -0.30], [0.01, 0.12, 0.02], [0.03, 0.31, 0.04], [0.03, -0.06, 0.13], [0.00, -0.10, 0.02], [-0.04, -0.05, -0.13], [0.07, -0.13, 0.26], [-0.83, 0.65, 0.11], [0.12, -0.09, -0.02], [0.12, -0.11, -0.03], [0.13, -0.08, -0.06], [0.83, 0.57, -0.35], [-0.12, -0.08, 0.05], [-0.15, -0.07, 0.02], [-0.13, -0.09, 0.04], [-0.20, -0.66, -0.63], [0.01, 0.08, 0.11], [0.04, 0.12, 0.14], [0.05, 0.08, 0.10], [0.00, -0.01, -0.02], [-0.04, 0.27, -0.16], [0.02, 0.01, 0.02], [0.03, 0.01, 0.01], [0.04, 0.02, 0.12], [-0.08, -0.02, -0.04], [0.04, 0.11, 0.13], [-0.02, -0.09, 0.03], [-0.01, -0.14, 0.03], [0.00, 0.10, -0.02], [-0.03, 0.13, 0.01], [0.04, -0.09, -0.01], [0.01, -0.13, 0.00], [-0.06, 0.07, -0.02], [-0.05, 0.11, 0.00], [0.10, -0.03, 0.04], [0.11, 0.02, -0.01], [-0.11, 0.02, 0.01], [-0.11, -0.07, 0.01], [0.09, 0.02, 0.04], [0.11, 0.01, -0.01], [0.04, 0.01, -0.02], [0.11, 0.00, -0.08], [0.05, 0.02, -0.01]]}



Calculated energy relative to the best compared isomer or geometry (same formula, charge and spin) in order - 1.368 0.096 eV